(1)
Below is a molecular structure, C4H2S in a non-equilibrium geometry, with properties calculated with ωB97M-V with the def2-TZVPD basis set.

Each line ends with the Löwdin charge.
Element x y z (Å)
C 0.8143 -1.4706 1.2395  -0.09
C 1.0347 -2.7515 0.7539  -0.38
C 0.3200 -0.3006 0.7167  -0.19
C -0.0212 -0.7063 -0.5121  -0.38
S 0.5469 -2.3882 -0.8601  0.91
H 0.3116 0.5858 1.2854  0.10
H -0.5870 -0.2125 -1.2050  0.03

Atoms 1-6, force components in eV/Å:
C 1.57 -7.48 -2.85
C -0.21 5.42 2.74
C 0.25 -0.27 1.48
C 1.03 -1.75 -0.83
S -1.02 1.48 1.34
H -0.60 1.14 -0.05

E_LUMO: -1.46 eV
2S+1: 1
M: 82.127 u
Energy relative to the best compared isomer or geometry (same formula, charge and spin): 49.6 kcal/mol
Orbital gap: 7.64 eV



(2)
Below is a single C4H2S2 molecule, with properties calculated with ωB97M-V with the def2-TZVPD basis set.

Each line ends with the Löwdin charge.
Element x y z (Å)
S 0.4623 -0.8615 -3.0872  0.73
C 0.9420 -0.9244 -1.5476  -0.68
C 0.2749 -0.2686 -0.4677  -0.10
C -0.2734 0.2784 0.4611  -0.10
C -0.9357 0.9262 1.5406  -0.67
S -0.4663 0.8576 3.0898  0.72
H 1.8253 -1.5094 -1.2502  0.06
H -1.8082 1.5019 1.2903  0.04

Atoms 1-6, force components in eV/Å:
S 0.06 0.01 0.16
C 0.10 -0.12 0.26
C -0.06 0.08 0.03
C 0.12 -0.13 -0.15
C 0.43 -0.20 0.44
S -0.01 -0.06 -0.34

E_LUMO: -2.13 eV
2S+1: 1
M: 114.194 u
Energy relative to the best compared isomer or geometry (same formula, charge and spin): 17.2 kcal/mol
Orbital gap: 7.26 eV



(3)
Below is a single C4H2Si molecule in a non-equilibrium geometry, with properties calculated with ωB97M-V with the def2-TZVPD basis set.

Each line ends with the Löwdin charge.
Element x y z (Å)
C 0.3380 -1.0984 -0.1001  -0.18
C 1.4037 -1.7041 -0.5155  -0.27
C -0.8264 -0.4593 0.4464  -0.28
C 2.6573 -1.8935 -0.7597  0.10
Si -1.0911 1.2659 0.3913  0.78
H -0.0192 2.2646 0.6968  -0.07
H -2.4623 1.6248 -0.1592  -0.07

Atoms 1-6, force components in eV/Å:
C -6.10 3.64 3.67
C 1.74 -0.21 -0.46
C 5.89 -2.04 -3.31
C -1.61 0.08 0.20
Si -0.13 -1.70 -0.80
H -0.61 -0.09 -0.03

E_LUMO: -2.08 eV
2S+1: 1
M: 78.146 u
Energy relative to the best compared isomer or geometry (same formula, charge and spin): 16.4 kcal/mol
Orbital gap: 6.87 eV



(4)
Below is 11 unconnected molecules or ions with the total composition C4H30N2O11 in a non-equilibrium geometry, with properties calculated with ωB97M-V with the def2-TZVPD basis set.

Each line ends with the Löwdin charge.
Element x y z (Å)
C -0.8887 -2.4518 -3.2562  -0.09
C 0.4604 -2.5983 -2.4382  -0.12
C 0.2233 -1.5268 -1.4440  -0.51
O 0.5885 -0.3988 -1.7732  -0.03
N -0.3132 -1.6499 -0.2044  0.05
C -0.9519 -2.8487 0.2749  -0.28
N -1.2548 -2.6922 1.7092  0.02
H -0.8853 -3.1347 -4.1347  0.08
H -1.8691 -2.6625 -2.6635  0.10
H -0.9783 -1.3484 -3.5428  0.09
H 0.2608 -3.6455 -2.1536  0.11
H 1.3596 -2.3672 -2.9864  0.12
H -0.5555 -0.7494 0.3434  0.15
H -2.0554 -2.9253 -0.2789  0.16
H -0.2309 -3.7006 0.0676  0.13
H -1.5925 -1.7082 1.9061  0.08
H -1.7463 -3.4424 2.1234  0.06
O -2.1729 0.1885 0.5784  0.02
H -2.0073 0.9231 -0.0458  0.09
H -2.3420 0.5234 1.3407  -0.10
O 1.4722 1.6246 -3.7463  -0.10
H 1.5940 0.7471 -3.3709  0.00
H 0.5624 1.5861 -4.2554  0.10
O 0.4626 2.5127 1.5553  -0.10
H 1.4046 2.1740 1.6676  0.04
H 0.4163 2.7654 0.6126  0.01
O -2.4932 2.9731 -3.0022  -0.10
H -1.9107 2.9670 -2.2615  -0.04
H -1.9292 2.2340 -3.5212  0.10
O 2.1556 1.3016 -0.0129  -0.04
H 2.9665 1.4425 -0.3901  0.02
H 1.6744 0.5863 -0.5427  0.06
O 0.1549 2.5835 -1.1444  -0.06
H 0.2695 1.5726 -1.1481  0.05
H 0.8599 2.9314 -1.6302  0.02
O 1.8481 -1.6505 1.8049  -0.13
H 1.0615 -2.2415 1.8549  0.01
H 2.5796 -2.1757 2.3726  0.13
O 2.2223 1.1951 3.3672  -0.05
H 2.4407 0.8920 2.4807  0.00
H 2.0625 0.3341 3.7641  0.02
O -0.0363 -0.5109 3.8403  -0.04
H -0.9622 -0.2887 3.6959  0.03
H 0.1884 -0.2950 2.9735  -0.05
O -1.7325 1.6545 2.6540  -0.09
H -1.5820 2.4641 3.2022  0.09
H -0.8918 1.7037 2.2006  -0.03

Atoms 1-6, force components in eV/Å:
C -1.00 1.35 -0.70
C -3.48 -1.22 0.13
C 0.69 0.38 2.59
O 0.54 1.54 -0.58
N -0.11 0.61 0.18
C -2.83 -0.43 -0.56

E_LUMO: 0.16 eV
2S+1: 1
M: 282.287 u
Energy relative to the best compared isomer or geometry (same formula, charge and spin): 79.8 kcal/mol
Orbital gap: 9.79 eV



(5)
Below is 11 unconnected molecules or ions with the total composition C4H30N2O12 in a non-equilibrium geometry, with properties calculated with ωB97M-V with the def2-TZVPD basis set.

Each line ends with the Löwdin charge.
Element x y z (Å)
O 0.8143 2.9648 -0.0324  0.08
C -0.2924 3.1845 -0.4492  -0.12
C -1.2369 2.0459 -0.9068  -0.21
C -2.6787 2.5374 -0.5905  -0.21
O -2.8662 3.7870 -1.2125  -0.03
N -0.9092 0.8267 -0.1759  0.04
C -1.7987 -0.2893 -0.0780  -0.17
N -1.4455 -1.0985 1.0450  0.22
H -0.6814 4.1739 -0.6810  0.14
H -1.2826 1.8860 -1.9960  0.17
H -3.3895 1.7898 -0.9473  0.12
H -2.8708 2.7423 0.4616  0.12
H -3.3424 3.7466 -2.0469  0.12
H 0.0428 0.4971 -0.3342  0.13
H -2.8613 -0.0501 -0.1382  0.15
H -1.6150 -1.0154 -0.9545  0.21
H -2.2273 -1.3664 1.6430  0.14
H -0.7208 -0.6604 1.6188  0.06
H 3.7491 -2.2763 0.9405  0.05
H 3.3459 -3.6983 0.2549  0.06
O 3.9840 -3.0038 0.3557  -0.01
H 0.5658 -0.6692 -2.9540  -0.01
H -0.3716 -1.1353 -4.1310  0.04
O -0.3396 -0.5885 -3.3399  -0.09
H 5.1178 -1.3798 -1.7192  0.06
H 4.2385 -2.4559 -1.1710  -0.01
O 4.5122 -2.0650 -2.0344  -0.07
H 2.0534 -0.4646 -1.6733  -0.02
H 2.8537 -1.6006 -2.4212  0.05
O 1.9664 -1.3249 -2.0717  -0.08
H 1.8808 -1.5726 0.3880  0.03
H 0.9189 -1.4296 1.5308  0.01
O 1.7801 -1.1396 1.2538  -0.03
H -0.1630 1.2721 1.6083  0.04
H 1.0152 0.5429 2.2856  0.07
O 0.1130 0.8699 2.4530  -0.04
H 2.0143 1.5149 -0.4643  -0.01
H 3.3313 1.8666 -1.0010  0.06
O 2.8108 1.0899 -0.8053  -0.03
H 0.4708 -4.0057 -1.2897  0.04
H -0.4494 -4.5710 -0.1802  0.03
O 0.4496 -4.5898 -0.5116  -0.05
H -3.5877 1.3548 3.5983  0.02
H -3.6468 1.4469 2.0371  -0.01
O -3.9307 1.8627 2.8473  -0.05
H -2.1097 0.2905 4.6821  0.07
H -1.1896 0.2824 3.4940  0.00
O -2.0219 -0.1249 3.8136  -0.08

Atoms 1-6, force components in eV/Å:
O -0.22 -0.03 0.44
C 0.26 -1.02 -1.56
C -1.21 0.30 0.57
C -0.25 0.21 -0.30
O 0.11 0.13 -0.14
N 0.07 -0.31 -0.81

Net charge: +1
E_LUMO (alpha / beta): -3.19 / -8.50 eV
2S+1: 2
M: 298.286 u
Energy relative to the best compared isomer or geometry (same formula, charge and spin): 7.4 kcal/mol
Orbital gap (alpha / beta): 10.35 / 5.04 eV



(6)
Below is 10 unconnected molecules or ions with the total composition C4H30N3O9 in a non-equilibrium geometry, with properties calculated with ωB97M-V with the def2-TZVPD basis set.

Each line ends with the Löwdin charge.
Element x y z (Å)
C 0.9488 -1.5080 1.7220  -0.14
C -0.3331 -2.2804 1.3841  -0.14
C -1.4993 -1.8374 2.3293  -0.21
N -3.5224 -0.2993 1.2053  0.07
C -2.6499 0.2440 2.2328  -0.21
N -1.6237 -0.4088 2.6073  -0.01
N 1.0996 -0.4224 0.6317  0.14
H 1.8476 -2.0267 1.8413  0.07
H 0.8682 -1.0197 2.6900  0.11
H -0.1115 -3.3253 1.7780  0.13
H -0.4166 -2.3647 0.2984  0.11
H -1.2761 -2.1826 3.3519  0.12
H -2.4254 -2.4213 2.1080  0.11
H -4.4216 0.1793 1.1887  0.09
H -3.6920 -1.2920 1.0956  0.07
H -2.8185 1.2905 2.4686  0.13
H 0.2045 -0.1381 0.1020  0.09
H 1.8430 -0.7347 -0.0288  0.12
H 1.4932 0.4713 0.9807  0.12
H -1.5899 4.1307 1.3038  0.05
H -0.3604 4.5342 0.6576  0.04
O -1.0090 3.8035 0.5905  -0.09
H 1.6708 3.1609 -0.8386  0.00
H 1.3301 4.4151 -1.5879  0.09
O 1.2239 3.9992 -0.6849  -0.07
H 1.3740 -1.5461 -2.6496  0.00
H 2.4815 -2.7384 -2.2761  0.04
O 1.9476 -1.9945 -2.0174  -0.07
H 0.4625 2.2752 2.5369  0.07
H -0.1620 0.9780 2.9189  0.02
O 0.5763 1.3190 2.3850  -0.08
H 3.9578 -2.3848 -0.0670  0.06
H 2.9667 -3.6470 0.0273  0.05
O 3.1873 -2.7765 0.3571  -0.05
H 2.7992 1.8263 -3.3874  0.06
H 3.7616 1.7579 -2.2549  0.04
O 3.0527 2.3279 -2.5810  -0.06
H -0.7717 -2.3346 -3.5252  0.06
H -0.0147 -1.8045 -4.7531  0.07
O -0.0294 -1.7916 -3.7944  -0.04
H -1.6331 0.6143 -0.0372  0.03
H -0.7183 1.8210 -0.8190  0.06
O -0.8415 0.9348 -0.4771  -0.03
H -3.0828 1.0762 -2.5803  0.02
H -1.5949 0.9558 -3.1010  0.00
O -2.4988 1.1643 -3.3318  -0.05

Atoms 1-6, force components in eV/Å:
C -1.72 2.25 -0.37
C 1.17 -1.60 2.35
C -0.10 -0.57 0.30
N -0.45 1.83 1.11
C -0.10 -2.71 -2.37
N -0.75 0.91 0.18

Net charge: +1
E_LUMO: -2.48 eV
2S+1: 1
M: 264.296 u
Energy relative to the best compared isomer or geometry (same formula, charge and spin): 65.6 kcal/mol
Orbital gap: 10.25 eV



(7)
Below is 11 unconnected molecules or ions with the total composition C4H30NO10 in a non-equilibrium geometry, with properties calculated with ωB97M-V with the def2-TZVPD basis set.

Each line ends with the Löwdin charge.
Element x y z (Å)
C -0.8502 1.0647 3.4374  -0.10
C 0.1444 0.1997 2.7212  -0.27
C 0.3349 0.6669 1.3185  -0.09
C -0.6197 0.6487 0.4329  -0.13
N -0.4464 1.1153 -0.9498  0.16
H -1.3863 0.4798 4.2844  0.12
H -1.5945 1.4874 2.7556  0.07
H -0.3614 1.9223 3.8583  0.07
H -0.3220 -0.8111 2.9596  0.13
H 1.1106 0.2325 3.1637  0.07
H 1.3406 1.1732 1.2201  0.15
H -1.6299 0.2840 0.6382  0.09
H 0.0460 2.0584 -1.1095  0.13
H 0.1114 0.4559 -1.5605  0.17
H -1.3705 1.2178 -1.3845  0.09
H 0.7190 -2.2707 -2.3310  0.05
H 1.9738 -2.5960 -1.1539  0.01
O 1.6491 -2.2141 -1.9875  -0.09
H 1.6495 -2.7296 1.0092  0.02
H 1.6459 -4.3167 0.8224  0.13
O 1.8806 -3.4196 0.3994  -0.06
H -0.7652 -2.9058 0.6217  -0.01
H -1.8892 -1.9671 0.9453  -0.01
O -1.4520 -2.7418 1.2688  -0.03
H -3.7019 -0.4574 -0.5490  0.05
H -4.2105 0.4335 0.4372  0.10
O -3.4941 0.4301 -0.2485  -0.06
H -1.5319 4.3178 0.0251  0.06
H -2.4177 3.0543 -0.0682  0.02
O -1.6758 3.4344 0.3874  -0.03
H 2.5389 -0.7850 -2.2994  -0.02
H 3.1327 0.0690 -3.3753  0.03
O 2.8615 0.1192 -2.4732  -0.07
H -0.4127 -3.9672 -1.8286  0.05
H -1.6423 -3.1560 -2.2845  0.07
O -0.8534 -3.1394 -1.7389  -0.03
H 2.4353 2.3161 -2.0767  0.04
H 2.1035 3.0990 -0.9401  0.08
O 1.7237 2.9623 -1.8572  -0.09
H 2.6391 -0.6418 2.2770  0.01
H 3.8680 -1.4356 2.3459  0.02
O 3.1749 -1.1546 2.9139  -0.03
H -1.8234 1.9777 -3.8325  0.06
H -1.0388 3.1103 -3.1939  0.04
O -1.5936 2.3791 -3.0007  -0.01

Atoms 1-6, force components in eV/Å:
C -1.43 0.23 1.82
C -1.37 -1.64 0.41
C 1.71 0.32 0.85
C -0.17 -0.28 -0.81
N 0.86 0.39 -0.97
H 0.92 1.16 -1.39

Net charge: +1
E_LUMO: -2.97 eV
2S+1: 1
M: 252.281 u
Energy relative to the best compared isomer or geometry (same formula, charge and spin): 76.2 kcal/mol
Orbital gap: 10.23 eV



(8)
Below is 10 unconnected molecules or ions with the total composition C4H30NO11 in a non-equilibrium geometry, with properties calculated with ωB97M-V with the def2-TZVPD basis set.

Each line ends with the Löwdin charge.
Element x y z (Å)
C 0.4972 0.8524 3.0162  -0.20
O -0.4864 1.4712 3.8157  0.00
C -0.2762 -0.1746 2.1984  -0.16
C 0.5771 -0.9199 1.1449  -0.23
C 1.4078 -0.1020 0.1774  -0.03
O -0.4539 -1.5677 0.4045  0.18
N -1.5027 0.5280 1.6390  0.22
H 0.9955 1.5464 2.3274  0.11
H 1.3823 0.4846 3.5448  0.14
H -0.1612 2.3470 4.0319  0.12
H -0.6894 -0.8937 2.9089  0.17
H 1.2369 -1.6853 1.5957  0.20
H 1.5801 0.9229 0.5033  0.10
H 0.8758 0.0795 -0.7585  0.05
H 2.2509 -0.5918 -0.2825  0.07
H -0.1292 -1.6819 -0.5185  0.11
H -2.1619 0.6413 2.4043  0.17
H -1.8454 0.0520 0.8084  0.14
H -1.3106 1.5045 1.3443  0.10
H -0.5634 0.0017 -2.6470  0.01
H -2.1290 0.0145 -2.3685  0.08
O -1.2575 0.1687 -1.9914  -0.05
H 1.8704 0.9018 -2.8811  0.08
H 1.7005 -0.4498 -3.5433  0.05
O 1.8004 -0.0371 -2.6735  -0.05
H -1.2593 -3.7791 -0.3073  0.09
H 0.1481 -3.3570 -1.2025  -0.01
O -0.7840 -3.5428 -1.1054  0.03
H -1.2810 2.1834 -2.0094  0.02
H -1.4965 3.7470 -2.5244  0.09
O -1.6373 3.0670 -1.8676  -0.04
H 3.8135 -1.6043 2.0105  0.07
H 3.9823 -0.1531 1.4767  0.06
O 3.3898 -0.7467 1.9333  -0.02
H 1.7743 -3.7775 -1.5916  0.07
H 2.3959 -2.5284 -2.0299  0.06
O 2.1376 -2.9646 -1.2063  -0.02
H -3.9948 2.4986 0.4300  0.08
H -2.5976 2.5674 -0.2789  0.00
O -3.0900 2.1748 0.4509  -0.04
H -0.3453 3.7692 1.0695  0.08
H -0.4165 3.1342 -0.3355  0.03
O -0.2066 2.9466 0.5913  -0.04
H -0.7889 -1.7731 -4.5391  0.09
H 0.2419 -2.1701 -3.4900  0.03
O -0.1049 -1.4230 -3.9576  -0.03

Atoms 1-6, force components in eV/Å:
C 0.80 0.55 -0.72
O 0.38 -0.15 -0.16
C 0.26 -0.11 1.30
C -1.26 0.85 -0.49
C -0.49 0.58 -1.82
O 1.02 0.05 -0.04

Net charge: +2
E_LUMO (alpha / beta): -5.65 / -12.08 eV
2S+1: 2
M: 268.280 u
Energy relative to the best compared isomer or geometry (same formula, charge and spin): 0.0 kcal/mol
Orbital gap (alpha / beta): 11.47 / 4.99 eV